{"formula": "C28H35BeN5P2Se", "method": "the ωB97M-V functional and the def2-TZVPD basis", "symbols": ["Se", "P", "P", "N", "N", "N", "N", "N", "C", "C", "C", "C", "C", "C", "C", "C", "C", "C", "C", "C", "C", "C", "C", "C", "C", "C", "C", "C", "C", "C", "C", "C", "C", "C", "C", "C", "Be", "H", "H", "H", "H", "H", "H", "H", "H", "H", "H", "H", "H", "H", "H", "H", "H", "H", "H", "H", "H", "H", "H", "H", "H", "H", "H", "H", "H", "H", "H", "H", "H", "H", "H", "H"], "coordinates": [[1.5365, 0.5735, 8.9479], [1.4604, 0.6817, -2.2102], [-1.6864, 0.3000, -2.3703], [-2.8437, -0.9876, -2.1535], [-0.8916, 0.9409, 7.3415], [2.9905, 1.3014, -2.8861], [2.1160, -0.9138, -1.8066], [-2.7015, 1.1683, -3.6027], [0.7099, 0.1678, -3.8291], [2.0689, -1.3832, -0.4946], [2.8882, -3.0487, -1.7929], [-3.9965, -2.6033, -1.0497], [4.3761, 2.9044, -3.7190], [-0.6848, 0.4827, 3.3177], [1.4520, -1.5699, 5.3428], [-0.7496, -0.3614, 4.3557], [-0.6227, -0.5588, -3.6223], [4.8386, 1.6251, -4.1744], [0.3625, 0.5638, 2.2508], [0.0494, 0.7813, 8.0621], [-3.1824, -1.4921, -0.8914], [-3.4373, -1.8177, -3.1140], [2.4809, 0.0768, 3.7379], [-2.8572, 2.4966, 6.0509], [-3.8093, 2.9226, -4.5400], [2.5728, -2.6755, -0.4448], [-3.0839, 0.7953, -4.8939], [-4.1697, -2.8084, -2.4626], [-3.1291, 2.4849, -3.4022], [3.2443, 2.6804, -2.9527], [1.6434, -0.2387, 2.5249], [2.5751, -1.9612, -2.6080], [3.9713, 0.6692, -3.6628], [2.4916, -0.5908, 4.8926], [-3.7876, 1.8438, -5.4937], [0.0744, -1.6073, 4.5992], [-1.8133, 1.1836, 6.0786], [1.4253, -1.3123, 2.4339], [2.6209, -1.8611, -3.6775], [-3.8910, 2.3326, 5.7281], [1.3937, -0.4519, -4.4229], [-1.1027, -0.6888, -4.6001], [-0.0879, 0.2306, 1.3036], [4.8239, 3.8583, -3.9463], [-4.2209, 1.8294, -6.4774], [-1.5026, 1.2185, 3.2016], [1.8821, -2.5802, 5.2756], [2.6866, -3.2785, 0.4384], [-4.2616, 3.8856, -4.6865], [1.6081, -0.7633, 0.2603], [-2.9171, 2.9668, 7.0430], [-0.4491, -1.5691, -3.2288], [-3.2788, -1.6604, -4.1603], [0.2324, -2.1951, 3.6810], [2.3328, 0.0284, 1.7168], [1.2894, -1.4082, 6.4158], [0.5813, 1.1005, -4.3960], [-4.4067, -3.2194, -0.2680], [3.2724, -0.3702, 5.6349], [-2.7874, -1.0129, -0.0043], [0.6429, 1.6163, 2.0789], [-2.8997, 2.9921, -2.4775], [3.2727, -3.9964, -2.1300], [-4.7482, -3.5828, -2.9474], [3.9880, -0.3956, -3.7920], [-0.5517, -2.2431, 5.2502], [2.5866, 3.3702, -2.4416], [3.1875, 0.9022, 3.5729], [-2.8195, -0.1573, -5.3184], [-2.4091, 3.2303, 5.3732], [-1.6500, -0.2689, 5.0422], [5.7012, 1.4279, -4.8006]], "lowdin_charge": [0.60, 1.06, 1.07, -0.29, 0.03, -0.27, -0.26, -0.25, -0.40, -0.15, -0.07, -0.10, -0.10, -0.09, -0.18, -0.11, -0.40, -0.09, -0.17, -0.87, -0.15, -0.13, -0.10, -0.18, -0.10, -0.08, -0.16, -0.08, -0.16, -0.16, -0.22, -0.16, -0.14, -0.11, -0.08, -0.17, 0.32, 0.11, 0.09, -0.01, 0.07, 0.06, 0.10, 0.09, 0.09, 0.11, 0.12, 0.09, 0.08, 0.04, 0.01, 0.09, 0.08, 0.11, 0.09, 0.08, 0.09, 0.09, 0.11, 0.09, 0.13, 0.09, 0.09, 0.09, 0.08, 0.12, 0.09, 0.11, 0.08, -0.01, 0.08, 0.09], "molar_mass_da": 591.54, "e_homo_ev": -8.434, "orbital_gap_ha": 0.3110, "e_lumo_ev": 0.03, "relative_energy_kj_mol": 15.79}

{"formula": "C28H35Cl2CoN6O5S2Si", "method": "the ωB97M-V functional and the def2-TZVPD basis", "symbols": ["Co", "Cl", "Cl", "S", "S", "Si", "O", "O", "O", "O", "O", "N", "N", "N", "N", "N", "N", "C", "C", "C", "C", "C", "C", "C", "C", "C", "C", "C", "C", "C", "C", "C", "C", "C", "C", "C", "C", "C", "C", "C", "C", "C", "C", "C", "C", "H", "H", "H", "H", "H", "H", "H", "H", "H", "H", "H", "H", "H", "H", "H", "H", "H", "H", "H", "H", "H", "H", "H", "H", "H", "H", "H", "H", "H", "H", "H", "H", "H", "H", "H"], "coordinates": [[-0.8695, -0.1291, -1.1300], [-4.9416, 2.2738, 0.4645], [-6.2850, -2.6615, 2.1580], [-1.9661, -0.7263, -3.5066], [1.1194, -1.3021, -1.3265], [1.7648, -0.4721, 0.4634], [2.6454, 0.9086, 0.4482], [-2.4693, 0.8986, -0.5451], [0.0221, 1.4312, -1.7996], [2.6912, -1.4685, 1.3999], [0.3836, -0.0170, 1.2570], [-1.7336, 5.2202, -3.7019], [-3.1162, 0.8270, -5.3391], [-1.8835, -1.6561, -0.3533], [2.3209, 3.4835, -3.5048], [-3.4140, 1.4556, -3.1061], [-0.7454, 2.3678, -2.1942], [-0.9652, 0.1522, 3.2107], [-0.0758, 2.1915, 2.0411], [5.0025, 0.7375, 0.8422], [-2.8757, 0.5835, -4.0228], [-3.5718, -3.5054, 0.8675], [-3.9546, -2.1464, 0.8155], [-3.0715, -1.2565, 0.1821], [3.9401, 2.7837, -0.1325], [-1.0364, 4.3833, -3.3285], [3.3786, -3.5502, 0.4164], [-3.8856, 1.8362, -5.6655], [-4.5396, 0.5882, 0.5867], [-2.3909, -3.8876, 0.3007], [3.9185, 1.2631, -0.0966], [3.6179, -3.0540, 2.8617], [-0.1758, 3.3379, -2.8615], [0.2163, 0.7535, 2.4586], [1.4653, 0.6931, 3.3315], [-3.3397, 0.1468, 0.0509], [2.7440, -2.8684, 1.6251], [-4.1866, 2.4932, -3.4428], [4.0939, 0.6918, -1.4977], [-5.4328, -0.2794, 1.2344], [-1.5643, -2.9264, -0.3112], [-4.4921, 2.7122, -4.7532], [1.3446, -3.4190, 1.8826], [-5.1516, -1.6090, 1.3490], [1.2118, 3.3937, -3.2133], [3.1162, 3.1504, -0.7384], [0.7884, 2.6040, 1.5174], [-0.7562, -0.8880, 3.4720], [-5.1106, 3.5376, -5.0647], [4.8738, 3.1499, -0.5634], [4.5976, -2.6047, 2.6944], [-4.2208, -4.2246, 1.3479], [3.8364, 3.1791, 0.8801], [0.7412, -3.3336, 0.9790], [1.3965, -4.4690, 2.1783], [-4.5235, 3.1165, -2.6261], [-4.0240, 1.9935, -6.7317], [-3.0868, 1.3586, -2.1265], [-2.0709, -4.9202, 0.3153], [5.9933, 0.9781, 0.4498], [-0.9284, 2.2161, 1.3618], [-0.6181, -3.1872, -0.7670], [3.7495, -4.1145, 3.0870], [2.3287, 1.0855, 2.7948], [5.0062, 1.0873, -1.9487], [-6.3512, 0.1172, 1.6444], [0.8581, -2.8527, 2.6793], [-0.2959, 2.8126, 2.9128], [-1.8598, 0.1799, 2.5932], [1.3084, 1.2916, 4.2313], [3.3786, -4.6354, 0.5426], [4.8981, 1.1881, 1.8311], [3.1588, -2.5664, 3.7232], [4.1597, -0.3983, -1.4677], [-1.1624, 0.7114, 4.1275], [2.8194, -3.3022, -0.4860], [3.2443, 0.9589, -2.1271], [1.6831, -0.3348, 3.6268], [4.4098, -3.2136, 0.2941], [4.9155, -0.3439, 0.9480]], "lowdin_charge": [0.20, 0.69, 0.66, 0.71, 0.49, -0.10, -0.15, -0.18, -0.23, -0.16, -0.17, 0.13, 0.06, 0.04, 0.16, 0.08, 0.00, -0.02, -0.01, -0.03, -0.80, -0.02, -0.17, -0.12, -0.03, -0.20, -0.04, -0.13, -0.58, -0.03, -0.64, -0.03, -0.30, -0.62, -0.03, -0.39, -0.66, -0.07, -0.04, -0.13, -0.13, -0.06, -0.03, -0.61, -0.18, 0.07, 0.09, 0.08, 0.10, 0.09, 0.08, 0.09, 0.08, 0.05, 0.09, 0.12, 0.11, 0.08, 0.11, 0.08, 0.08, 0.06, 0.08, 0.07, 0.09, 0.10, 0.08, 0.09, 0.07, 0.09, 0.08, 0.08, 0.08, 0.07, 0.09, 0.04, 0.07, 0.08, 0.08, 0.07], "molar_mass_da": 757.68, "e_homo_ev": [-5.355, -5.452], "spin_multiplicity": 2, "orbital_gap_ha": [0.2706, 0.2742], "e_lumo_ev": [2.01, 2.01], "total_charge": -1}

{"formula": "C28H35Cl2N5O2PtSi", "method": "the ωB97M-V functional and the def2-TZVPD basis", "symbols": ["Pt", "Cl", "Cl", "Si", "O", "O", "N", "N", "N", "N", "N", "C", "C", "C", "C", "C", "C", "C", "C", "C", "C", "C", "C", "C", "C", "C", "C", "C", "C", "C", "C", "C", "C", "C", "C", "C", "C", "C", "C", "H", "H", "H", "H", "H", "H", "H", "H", "H", "H", "H", "H", "H", "H", "H", "H", "H", "H", "H", "H", "H", "H", "H", "H", "H", "H", "H", "H", "H", "H", "H", "H", "H", "H", "H"], "coordinates": [[-0.1717, 0.2035, -0.3468], [0.4812, -0.3479, 4.8473], [5.6496, -0.2768, 3.4236], [1.0561, 3.1586, -1.1762], [-0.0036, -0.4127, 1.9227], [-0.6672, -2.2418, -0.6479], [0.5219, -3.9918, -1.4405], [-0.2630, 2.4098, -0.3657], [-2.1829, 0.1957, -0.8411], [1.8403, -0.3170, -0.0329], [-0.6224, -4.1625, 0.5895], [4.1106, -0.3980, -0.7611], [-4.1397, 1.0875, -1.8520], [1.3061, 2.0966, -2.7559], [1.2242, -5.2408, -1.2677], [-2.7682, 0.9419, -1.7799], [-0.2851, -3.4014, -0.5149], [-2.9103, 2.8015, 2.1446], [-1.9418, 4.1374, -0.0719], [-1.1233, -3.4480, 1.7489], [-2.9432, -0.4050, 0.0773], [0.8577, -3.2586, -2.6395], [-4.3187, -0.2987, 0.0816], [3.6395, -0.3134, 1.5930], [-3.5420, 3.9608, 1.7167], [-1.3084, 2.9452, 0.3197], [3.0098, -0.2672, 3.9303], [2.2603, -0.3184, 1.2549], [1.2234, -0.3351, 2.2541], [3.9822, -0.2803, 2.9554], [1.6659, -0.2966, 3.5899], [-3.0448, 4.6168, 0.6029], [-1.8327, 2.2922, 1.4523], [-1.2385, -5.4625, 0.4239], [-4.9386, 0.4423, -0.9176], [2.6119, 3.1642, -0.0591], [0.8922, 4.9852, -1.7151], [2.7379, -0.3886, -1.0039], [4.5678, -0.3426, 0.5320], [-0.8116, -3.9788, 2.6497], [-1.0523, -5.8588, -0.5684], [0.7311, 1.1694, -2.6770], [-1.5723, 4.6616, -0.9349], [1.9376, -3.1060, -2.6948], [3.2874, -0.2303, 4.9723], [1.2647, -5.5200, -0.2168], [-2.2165, -3.3758, 1.7450], [0.1152, 5.1594, -2.4504], [2.8621, 2.1784, 0.3137], [-0.7020, -2.4456, 1.7610], [-3.5099, 5.5314, 0.2665], [0.3609, -2.2912, -2.6025], [-4.5771, 1.6807, -2.6397], [-6.0150, 0.5053, -0.9726], [2.3516, 1.8403, -2.8853], [-2.3253, -5.3858, 0.5550], [2.4538, 3.8012, 0.8055], [0.7588, -6.0501, -1.8441], [3.4793, 3.5447, -0.5893], [-2.4057, -0.9850, 0.8145], [-4.8995, -0.7951, 0.8437], [2.2472, -5.1222, -1.6331], [-0.8551, -6.1578, 1.1747], [4.8006, -0.4336, -1.5912], [-2.1064, 1.4208, -2.4918], [0.9823, 2.6108, -3.6559], [-1.3466, 1.3890, 1.7993], [0.5273, -3.8099, -3.5227], [0.6953, 5.6260, -0.8635], [1.8280, 5.3112, -2.1566], [-4.4006, 4.3464, 2.2469], [2.3594, -0.4402, -2.0152], [5.6217, -0.3173, 0.7524], [-3.2645, 2.2918, 3.0318]], "lowdin_charge": [1.11, 0.69, 0.68, 0.44, -0.20, -0.03, -0.13, -0.17, -0.10, -0.04, -0.14, -0.04, -0.04, -0.19, -0.06, -0.10, -0.47, -0.10, -0.05, -0.04, -0.12, -0.04, -0.03, -0.18, -0.12, -0.39, -0.13, -0.15, -0.42, -0.63, -0.59, -0.11, -0.06, -0.06, -0.04, -0.15, -0.19, -0.14, -0.01, 0.10, 0.07, -0.03, 0.08, 0.09, 0.10, 0.09, 0.09, 0.02, -0.01, 0.06, 0.10, 0.08, 0.11, 0.11, 0.01, 0.09, 0.03, 0.09, 0.02, 0.10, 0.11, 0.09, 0.10, 0.11, 0.12, 0.02, 0.07, 0.09, 0.02, 0.02, 0.09, 0.10, 0.09, 0.10], "molar_mass_da": 767.69, "e_homo_ev": -6.750, "orbital_gap_ha": 0.2305, "e_lumo_ev": -0.48}

{"formula": "C28H35F17NO4", "method": "the ωB97M-V functional and the def2-TZVPD basis", "symbols": ["F", "F", "F", "F", "F", "F", "F", "F", "F", "F", "F", "F", "F", "F", "F", "F", "F", "O", "O", "O", "O", "N", "C", "C", "C", "C", "C", "C", "C", "C", "C", "C", "C", "C", "C", "C", "C", "C", "C", "C", "C", "C", "C", "C", "C", "C", "C", "C", "C", "C", "H", "H", "H", "H", "H", "H", "H", "H", "H", "H", "H", "H", "H", "H", "H", "H", "H", "H", "H", "H", "H", "H", "H", "H", "H", "H", "H", "H", "H", "H", "H", "H", "H", "H", "H"], "coordinates": [[4.8950, 4.8808, -0.3392], [-5.0172, -2.5479, -3.3617], [-8.5653, -1.2790, -6.2550], [1.7941, 2.7472, -0.3603], [-4.9594, 0.2364, -3.8444], [-6.3202, -0.4583, -7.5497], [-7.3420, 0.1284, -5.1352], [7.4195, 0.4818, 3.5306], [5.9547, 4.6619, 1.5715], [7.5511, 4.8122, -0.5756], [6.1527, 0.7380, 1.1752], [-5.0807, -1.4127, -6.0156], [7.3498, 2.6045, 2.9968], [-3.8428, -0.4971, -2.1041], [4.8113, 0.2119, 2.8053], [-5.8636, -2.0824, -1.3895], [7.6307, 2.7946, 0.2692], [-2.0835, 2.0531, 2.4592], [-7.4011, -2.0505, -4.5678], [-3.3480, 0.1801, 2.6145], [4.7375, 2.2636, 2.0403], [-0.0398, 0.7057, 1.1094], [1.8207, 1.5977, 4.9274], [2.9575, -1.9717, 4.2730], [2.0192, 0.2716, 4.2410], [1.2351, 0.7136, -1.4561], [-1.8495, -0.8346, 0.3995], [2.7340, -0.7402, 4.8827], [6.5991, 1.5466, 3.3672], [-5.0739, -0.3065, -2.6108], [2.4653, -2.1949, 2.9928], [-2.3432, 0.8288, 2.2735], [5.5945, 4.0084, 0.4464], [4.6307, 2.8620, 0.7638], [-1.2411, -0.0308, 1.5487], [-1.6750, -2.8508, -1.1803], [-7.3963, -1.1387, -5.5768], [-7.2179, -1.6863, -3.2121], [0.6938, 2.0070, -0.8768], [1.5137, 0.0410, 2.9541], [0.7872, 1.1467, 2.2250], [1.7528, -1.1911, 2.3453], [-1.6637, -4.3485, -0.8507], [5.5599, 1.2106, 2.2893], [-0.9346, -2.6225, -2.5056], [6.8401, 3.6755, -0.3779], [-5.7791, -1.6639, -2.6840], [-1.0290, -2.0547, -0.0279], [-6.2894, -1.4246, -6.6022], [-0.3346, 1.8395, 0.2363], [-7.7394, -0.7608, -2.9670], [-6.4614, -2.3968, -7.0676], [-2.0136, -0.1878, -0.4697], [6.0936, 1.7670, 4.3088], [3.6420, 3.3165, 0.7690], [1.5672, 1.8042, 1.8205], [2.2927, 2.4007, 4.3516], [-1.3294, 1.7645, -0.1987], [-2.0731, -4.9371, -1.6794], [-0.9165, -0.7728, 2.2878], [0.4391, -0.0284, -1.4973], [2.0400, 0.3344, -0.8242], [2.2452, 1.5833, 5.9308], [-0.6378, -4.6907, -0.6856], [0.7592, 1.8538, 4.9869], [-0.0215, -1.7281, -0.3089], [2.6370, -3.1511, 2.5129], [6.5549, 3.2653, -1.3497], [3.1218, -0.5644, 5.8814], [-2.2582, -4.5675, 0.0397], [-2.8347, -1.1624, 0.7391], [-0.3438, 2.7715, 0.8133], [-1.1369, -1.6268, -2.9094], [1.3692, -1.3563, 1.3468], [-0.9061, -2.6985, 0.8508], [1.6300, 0.8750, -2.4631], [4.6222, 2.1185, -0.0335], [-5.6223, 0.3797, -1.9603], [0.1966, 1.7514, 2.9230], [-1.2268, -3.3650, -3.2524], [-2.7103, -2.5235, -1.2916], [0.1444, -2.7128, -2.3459], [0.2607, 2.6214, -1.6740], [3.5058, -2.7490, 4.7935], [-7.6990, -2.4889, -2.6564]], "lowdin_charge": [0.10, 0.14, 0.13, -0.07, 0.09, 0.09, 0.15, 0.09, 0.13, 0.09, 0.15, 0.11, 0.10, 0.10, 0.15, 0.11, 0.09, -0.07, 0.05, -0.06, 0.06, -0.10, -0.04, -0.11, -0.23, -0.03, -0.15, -0.07, -0.28, -0.30, -0.09, -0.67, -0.44, -0.04, -0.22, -0.42, -0.55, -0.04, -0.32, -0.15, -0.13, -0.03, -0.09, -0.55, -0.08, -0.31, -0.45, -0.18, -0.29, -0.15, 0.15, 0.17, 0.10, 0.17, 0.13, 0.12, 0.08, 0.13, 0.07, 0.14, 0.06, 0.08, 0.07, 0.08, 0.09, 0.08, 0.09, 0.17, 0.10, 0.08, 0.12, 0.12, 0.07, 0.09, 0.11, 0.07, 0.15, 0.18, 0.11, 0.07, 0.11, 0.08, 0.13, 0.09, 0.15], "molar_mass_da": 772.56, "e_homo_ev": -4.338, "orbital_gap_ha": 0.2373, "e_lumo_ev": 2.12, "total_charge": -1}